Record 1
Density functional theory data (wB97M-V/def2-TZVPD) for a 4-piece molecular cluster, C28H60N2O16P3S2 overall at a distorted geometry.

Output
- Total charge: +1
- Orbital gap: 7.887 eV
- E_LUMO: -3.3 eV
- Multiplicity: 1
- HOMO level: -11.213 eV

Geometry as XYZ:
```
111
Properties=species:S:1:pos:R:3:mulliken_charge:R:1
C 3.446 3.462 4.842 -1.603
C 3.254 2.778 3.463 1.636
C 3.756 3.803 2.430 -1.254
O 3.812 3.340 1.069 -0.166
C 4.901 2.609 0.750 0.715
O 4.781 1.704 -0.030 -0.546
C 6.296 2.905 1.287 -0.833
S 6.646 1.877 2.771 -0.121
C 6.076 0.305 2.122 -0.273
N 6.741 -0.214 1.102 0.154
C 6.082 -1.387 0.761 -0.323
C 5.051 -1.532 1.608 -0.256
N 5.054 -0.444 2.471 0.240
O 1.856 2.531 3.340 -0.406
C 1.557 1.543 2.475 0.347
O 2.373 0.864 1.902 -0.459
C 0.075 1.286 2.256 -0.400
S -0.396 -0.332 2.972 -0.215
H 3.558 2.739 5.650 0.419
H 2.631 4.162 5.034 0.369
H 4.369 4.048 4.797 0.395
H 3.864 1.877 3.494 -0.534
H 4.674 4.283 2.775 0.437
H 2.989 4.586 2.427 0.367
H 6.473 3.962 1.504 0.486
H 7.026 2.625 0.529 0.518
H 7.550 0.197 0.664 0.248
H 6.379 -2.017 -0.061 0.420
H 4.307 -2.312 1.627 0.419
H 4.410 -0.210 3.212 0.286
H -0.560 2.082 2.641 0.437
H -0.075 1.184 1.180 0.355
H 0.692 -1.109 2.785 0.105
O -4.110 -3.559 0.917 -0.797
P -4.789 -2.361 0.296 1.308
O -5.278 -1.603 1.674 -0.264
C -4.303 -0.970 2.494 -0.339
C -3.736 0.281 1.847 -0.885
O -6.170 -3.190 -0.074 -0.456
C -6.115 -4.563 -0.484 0.087
C -6.546 -5.474 0.647 -1.244
O -5.292 -1.148 -0.690 -0.484
C -6.661 -0.818 -0.971 -0.163
C -7.401 -0.167 0.175 -0.942
H -3.502 -1.676 2.736 0.230
H -4.802 -0.707 3.427 0.320
H -3.182 0.033 0.936 0.322
H -3.057 0.791 2.532 0.320
H -4.530 0.971 1.562 0.204
H -5.119 -4.823 -0.838 -0.067
H -6.797 -4.673 -1.330 0.384
H -6.035 -5.223 1.576 0.289
H -6.342 -6.518 0.403 0.360
H -7.616 -5.365 0.834 0.357
H -7.204 -1.677 -1.355 0.243
H -6.610 -0.106 -1.797 0.348
H -7.635 -0.887 0.959 0.272
H -8.343 0.248 -0.186 0.421
H -6.811 0.633 0.621 0.169
O -4.009 -8.404 -1.682 -0.822
P -2.983 -8.623 -2.742 1.167
O -2.164 -9.938 -2.228 -0.261
C -2.849 -11.190 -2.150 -0.321
C -3.163 -11.758 -3.522 -0.917
O -1.931 -7.423 -2.348 -0.353
C -2.404 -6.229 -1.719 -0.387
C -2.070 -6.238 -0.241 -0.982
O -2.463 -8.663 -4.283 -0.362
C -1.132 -8.350 -4.706 -0.164
C -0.094 -9.388 -4.342 -0.928
H -3.761 -11.079 -1.559 0.270
H -2.189 -11.871 -1.612 0.313
H -3.867 -11.119 -4.061 0.283
H -3.605 -12.751 -3.433 0.402
H -2.262 -11.829 -4.130 0.166
H -3.474 -6.104 -1.878 0.233
H -1.906 -5.387 -2.208 0.377
H -2.354 -7.180 0.226 0.272
H -2.580 -5.419 0.262 0.279
H -0.993 -6.126 -0.099 0.321
H -0.834 -7.359 -4.373 0.232
H -1.192 -8.291 -5.795 0.346
H 0.135 -9.367 -3.277 0.276
H 0.832 -9.188 -4.885 0.410
H -0.438 -10.392 -4.590 0.153
O 4.687 8.880 0.410 -0.824
P 3.245 8.839 0.029 1.132
O 3.223 7.860 -1.282 -0.255
C 3.589 6.495 -1.119 -0.471
C 2.550 5.705 -0.345 -0.590
O 3.102 10.310 -0.675 -0.385
C 3.926 11.405 -0.256 -0.357
C 5.026 11.654 -1.268 -1.119
O 1.654 8.759 0.350 -0.358
C 0.626 9.371 -0.445 -0.169
C 0.378 8.704 -1.779 -0.941
H 4.567 6.430 -0.630 0.268
H 3.694 6.079 -2.121 0.335
H 2.466 6.071 0.684 0.128
H 2.818 4.655 -0.315 0.358
H 1.565 5.801 -0.801 0.184
H 4.338 11.227 0.736 0.360
H 3.281 12.283 -0.184 0.343
H 5.538 10.729 -1.531 0.281
H 5.757 12.364 -0.880 0.370
H 4.607 12.058 -2.191 0.305
H 0.800 10.438 -0.562 0.253
H -0.281 9.283 0.157 0.343
H 1.182 8.912 -2.484 0.273
H -0.549 9.082 -2.212 0.422
H 0.301 7.623 -1.671 0.159
```

=====

Record 2
Density functional theory data (wB97M-V/def2-TZVPD) for C11H13Cl2N5 in the gas phase at a distorted geometry.

Output
- Total charge: 0
- Orbital gap: 9.464 eV
- Structure (SMILES): CCCn1nnnc1NCc1c(Cl)cccc1Cl
- E_LUMO: 0.5 eV
- Multiplicity: 1
- HOMO level: -8.929 eV
- Energy relative to the best compared isomer or geometry (same formula, charge and spin): 0.00 kcal per mole

Geometry as XYZ:
```
31
Properties=species:S:1:pos:R:3:mulliken_charge:R:1
C 3.048 -2.108 0.409 -1.054
C 2.136 -3.312 0.209 -0.350
C 0.709 -2.916 -0.181 -0.825
N 0.028 -2.240 0.884 0.916
N -0.642 -2.903 1.853 -0.460
N -1.114 -2.047 2.648 -0.680
N -0.806 -0.806 2.286 -0.312
C -0.088 -0.918 1.183 0.360
N 0.502 0.093 0.504 -0.053
C 0.084 1.446 0.763 -1.117
C -0.879 2.087 -0.212 -0.213
C -1.746 1.420 -1.076 1.013
Cl -1.862 -0.309 -1.124 -0.205
C -2.593 2.102 -1.940 -0.850
C -2.603 3.482 -1.957 -0.309
C -1.772 4.181 -1.102 -0.700
C -0.933 3.486 -0.249 0.325
Cl 0.068 4.411 0.815 -0.227
H 4.045 -2.438 0.688 0.366
H 3.126 -1.526 -0.508 0.260
H 2.671 -1.462 1.199 0.289
H 2.090 -3.897 1.130 0.308
H 2.537 -3.952 -0.579 0.345
H 0.714 -2.267 -1.063 0.314
H 0.127 -3.814 -0.406 0.350
H 0.821 -0.113 -0.431 0.302
H 0.984 2.070 0.801 0.535
H -0.371 1.443 1.760 0.459
H -3.245 1.540 -2.590 0.420
H -3.262 4.011 -2.627 0.374
H -1.771 5.259 -1.088 0.418
```

=====

Record 3
Density functional theory data (wB97M-V/def2-TZVPD) for a 5-piece molecular cluster, C10H30O10 overall at a distorted geometry.

Output
- Total charge: 0
- Orbital gap: 10.160 eV
- Structure (SMILES): OCCO.OCCO.OCCO.OCCO.OCCO
- E_LUMO: 0.4 eV
- Multiplicity: 1
- HOMO level: -9.761 eV
- Energy relative to the best compared isomer or geometry (same formula, charge and spin): 28.84 kcal per mole

Geometry as XYZ:
```
50
Properties=species:S:1:pos:R:3:mulliken_charge:R:1
O 3.786 -5.489 -2.161 -0.561
C 3.994 -5.059 -0.815 -0.407
C 3.065 -3.941 -0.517 -0.242
O 1.669 -4.406 -0.808 -0.522
H 4.629 -5.806 -2.492 0.308
H 3.769 -5.887 -0.139 0.255
H 5.012 -4.708 -0.615 0.386
H 3.115 -3.038 -1.123 0.237
H 3.045 -3.734 0.552 0.215
H 1.934 -4.897 -1.599 0.334
O -0.455 1.534 -1.934 -0.501
C -0.484 0.092 -1.910 -0.416
C -0.726 -0.483 -0.530 -0.469
O 0.443 -0.580 0.250 -0.427
H -0.881 1.925 -1.165 0.204
H -1.271 -0.146 -2.628 0.261
H 0.465 -0.278 -2.301 0.362
H -1.117 -1.494 -0.759 0.371
H -1.507 -0.006 0.056 0.350
H 1.126 -1.149 -0.115 0.240
O 0.014 3.400 0.483 -0.449
C 1.043 4.281 0.892 -0.436
C 1.235 5.490 -0.008 -0.383
O 0.215 6.461 0.214 -0.516
H 0.416 2.641 0.050 0.261
H 0.860 4.598 1.921 0.332
H 2.008 3.753 0.909 0.308
H 1.176 5.147 -1.042 0.292
H 2.187 5.937 0.281 0.266
H -0.360 6.493 -0.553 0.308
O 0.001 -4.184 2.879 -0.562
C 0.440 -2.811 3.060 0.333
C -0.205 -2.295 4.316 -0.508
O 0.393 -2.828 5.499 -0.544
H -0.181 -4.369 1.955 0.292
H 1.524 -2.876 3.162 0.176
H 0.049 -2.299 2.181 -0.103
H -1.276 -2.530 4.284 0.281
H -0.141 -1.210 4.396 0.311
H 0.389 -3.784 5.399 0.323
O -2.673 3.634 -2.883 -0.523
C -3.825 3.760 -2.064 -0.484
C -4.566 2.469 -1.926 -0.306
O -3.646 1.466 -1.459 -0.441
H -2.247 2.799 -2.655 0.352
H -3.539 4.207 -1.103 0.214
H -4.467 4.512 -2.534 0.352
H -4.968 2.154 -2.889 0.254
H -5.349 2.625 -1.179 0.355
H -4.116 0.908 -0.835 0.265
```

=====

Record 4
Density functional theory data (wB97M-V/def2-TZVPD) for a 3-piece molecular cluster, C3H3N3O overall at a distorted geometry.

Output
- Total charge: 0
- Orbital gap: 8.735 eV
- E_LUMO: 0.2 eV
- Multiplicity: 1
- HOMO level: -8.510 eV
- Energy relative to the best compared isomer or geometry (same formula, charge and spin): 126.62 kcal per mole

Geometry as XYZ:
```
10
Properties=species:S:1:pos:R:3:mulliken_charge:R:1
N -0.434 1.935 1.413 -0.587
C -0.470 1.117 0.489 0.804
N -0.335 -1.666 0.123 0.394
N -1.211 -2.298 0.462 -0.493
O 2.578 0.158 -0.984 -0.244
C 1.725 -0.511 -0.619 0.179
C -0.339 0.236 -0.461 -0.990
H -1.214 1.899 2.067 0.269
H 0.783 -1.666 -0.090 0.312
H -0.797 0.358 -1.437 0.357
```

=====

Record 5
Density functional theory data (wB97M-V/def2-TZVPD) for C4H8O as an isolated structure.

Output
- Total charge: 0
- Orbital gap: 10.751 eV
- E_LUMO: 1.2 eV
- Multiplicity: 1
- HOMO level: -9.590 eV
- Energy relative to the best compared isomer or geometry (same formula, charge and spin): 36.86 kcal per mole

Geometry as XYZ:
```
13
Properties=species:S:1:pos:R:3:mulliken_charge:R:1
C -0.947 0.676 0.952 -1.174
C -0.612 0.172 -0.497 0.144
C 0.892 0.238 -0.820 -0.433
C 0.839 -1.085 -0.056 -0.399
O -0.523 -1.268 -0.479 -0.471
H -1.910 0.256 1.256 0.318
H -0.260 0.397 1.771 0.259
H -0.971 1.765 0.987 0.358
H -1.334 0.517 -1.256 0.392
H 1.114 0.045 -1.874 0.251
H 1.470 1.091 -0.455 0.258
H 0.797 -0.846 1.011 0.179
H 1.489 -1.934 -0.261 0.317
```

=====

Record 6
Density functional theory data (wB97M-V/def2-TZVPD) for a 3-piece molecular cluster, C2H8N3S overall at a distorted geometry.

Output
- Total charge: +1
- Orbital gap: 8.400 eV
- E_LUMO: -4.0 eV
- Multiplicity: 1
- HOMO level: -12.403 eV
- Energy relative to the best compared isomer or geometry (same formula, charge and spin): 30.31 kcal per mole

Geometry as XYZ:
```
14
Properties=species:S:1:pos:R:3:mulliken_charge:R:1
C -4.093 -0.226 -0.178 -0.220
C 0.098 -0.362 1.111 0.230
N -0.922 -0.217 1.656 -0.150
N 4.219 0.244 -1.163 -0.521
N -3.651 0.029 1.022 -0.500
S 1.620 -0.363 0.517 -0.469
H -3.485 -0.828 -0.795 0.246
H -4.925 0.286 -0.597 0.257
H 3.777 -0.448 -1.794 0.390
H -2.014 -0.177 1.635 0.485
H 3.883 0.355 -0.181 0.317
H 4.429 1.146 -1.567 0.354
H -4.173 0.599 1.627 0.177
H 5.237 -0.037 -1.292 0.403
```

=====

Record 7
Density functional theory data (wB97M-V/def2-TZVPD) for a 7-piece molecular cluster, C39H100N7O13 overall at a distorted geometry.

Output
- Total charge: +4
- Orbital gap (spin up / spin down): 1.259 / 8.129 eV
- E_LUMO (spin up / spin down): -8.0 / -8.1 eV
- Multiplicity: 2
- HOMO level (spin up / spin down): -9.307 / -16.262 eV

Geometry as XYZ:
```
159
Properties=species:S:1:pos:R:3:mulliken_charge:R:1
N -33.884 -21.539 15.796 0.929
O -33.266 -22.488 15.260 -0.580
O -34.229 -21.642 16.941 -0.670
O -33.955 -20.406 15.251 -0.626
C -34.561 -17.334 10.247 -0.816
O -34.918 -17.849 11.492 -0.070
C -33.945 -17.700 12.415 -0.698
C -32.876 -18.807 12.359 -1.110
N -33.407 -20.302 12.367 0.515
H -33.949 -20.515 13.192 -0.363
H -34.045 -20.333 11.584 0.452
C -32.292 -21.424 12.148 0.268
C -32.038 -21.472 10.606 -0.804
O -31.259 -20.492 10.119 -0.272
C -31.022 -20.475 8.696 -0.879
H -35.317 -17.317 9.462 0.314
H -33.861 -17.988 9.727 0.235
H -34.183 -16.318 10.358 0.373
H -34.387 -17.842 13.401 0.100
H -33.579 -16.689 12.596 0.588
H -32.251 -18.923 13.245 0.286
H -32.269 -18.851 11.455 0.562
H -32.741 -22.390 12.379 0.158
H -31.529 -21.206 12.895 0.026
H -32.969 -21.542 10.045 0.335
H -31.489 -22.379 10.351 0.521
H -30.418 -21.328 8.387 0.342
H -30.597 -19.527 8.366 0.285
H -31.931 -20.489 8.094 0.363
C -32.991 -27.590 13.585 -0.779
O -33.968 -27.305 14.568 -0.441
C -33.732 -26.020 15.100 -0.517
C -34.664 -25.642 16.265 -0.273
N -34.763 -26.751 17.345 -0.093
H -35.357 -27.465 16.949 0.451
H -33.869 -27.203 17.477 0.398
C -35.310 -26.285 18.751 -0.262
C -36.586 -25.394 18.696 -0.745
O -37.697 -25.987 18.118 -0.342
C -38.351 -26.782 19.127 -0.784
H -31.988 -27.800 13.954 0.313
H -33.019 -26.867 12.770 0.314
H -33.513 -28.389 13.057 0.332
H -33.815 -25.221 14.362 0.204
H -32.708 -26.159 15.447 0.389
H -35.712 -25.575 15.971 0.557
H -34.377 -24.727 16.784 -0.070
H -34.492 -25.623 19.033 0.031
H -35.428 -27.178 19.365 0.504
H -36.320 -24.505 18.125 0.358
H -36.762 -25.029 19.708 0.516
H -38.504 -26.406 20.139 0.348
H -37.821 -27.724 19.261 0.299
H -39.334 -27.052 18.740 0.296
C -31.925 -24.311 18.383 -0.675
O -31.659 -25.068 19.499 -0.328
C -30.380 -25.711 19.739 -0.312
C -30.440 -26.360 21.127 -0.959
N -31.727 -27.199 21.286 -0.078
H -32.513 -26.568 21.220 0.366
H -31.786 -27.809 20.484 0.400
C -31.801 -27.969 22.683 -0.556
C -32.876 -29.079 22.611 -0.403
O -33.237 -29.597 23.831 -0.359
C -34.013 -28.714 24.596 -0.717
H -32.910 -23.868 18.236 0.110
H -31.710 -24.848 17.459 0.336
H -31.199 -23.500 18.445 0.376
H -29.627 -24.928 19.831 0.166
H -30.117 -26.526 19.064 0.427
H -30.364 -25.577 21.881 0.410
H -29.683 -27.140 21.212 0.460
H -31.875 -27.293 23.535 0.422
H -30.837 -28.419 22.920 0.306
H -32.429 -29.930 22.097 0.379
H -33.831 -28.740 22.209 0.309
H -33.516 -27.789 24.888 0.276
H -34.204 -29.207 25.550 0.283
H -34.941 -28.466 24.081 0.314
C -29.837 -21.410 15.644 -0.598
O -29.037 -21.115 16.852 0.076
C -28.557 -19.808 16.983 -0.380
C -27.260 -19.954 17.752 -0.183
N -27.443 -20.805 19.038 0.003
H -28.085 -20.387 19.696 0.354
H -27.804 -21.726 18.834 0.309
C -26.215 -20.869 19.965 -0.776
C -26.590 -21.562 21.274 -0.488
O -27.354 -22.734 20.987 -0.282
C -26.899 -23.959 21.634 -0.549
H -30.433 -22.295 15.869 0.077
H -29.210 -21.455 14.753 0.511
H -30.547 -20.611 15.428 -0.040
H -29.198 -19.145 17.565 -0.050
H -28.210 -19.262 16.107 0.084
H -26.928 -19.003 18.168 -0.132
H -26.512 -20.557 17.236 0.391
H -25.821 -19.858 20.072 0.351
H -25.380 -21.391 19.499 0.454
H -27.224 -20.876 21.835 0.324
H -25.617 -21.802 21.705 0.456
H -27.648 -24.740 21.502 -0.086
H -26.688 -23.810 22.693 0.384
H -25.957 -24.265 21.177 0.380
C -26.274 -16.073 18.265 -0.566
O -27.516 -16.317 17.542 -0.199
C -27.760 -15.616 16.294 -0.809
C -29.280 -15.257 16.233 -0.935
N -30.116 -16.557 16.219 0.655
H -29.869 -17.140 15.431 -0.088
H -29.821 -17.039 17.055 0.200
C -31.657 -16.347 16.439 -0.930
C -32.164 -17.825 16.586 0.508
O -31.559 -18.437 17.730 -0.352
C -32.164 -19.696 18.100 -0.619
H -26.065 -17.046 18.709 -0.072
H -26.260 -15.366 19.094 0.324
H -25.396 -15.830 17.667 0.385
H -27.552 -16.289 15.461 0.493
H -27.196 -14.700 16.114 0.448
H -29.569 -14.832 15.271 0.626
H -29.613 -14.489 16.931 0.264
H -32.138 -15.900 15.569 0.311
H -31.908 -15.876 17.389 0.306
H -31.882 -18.476 15.758 -0.569
H -33.252 -17.889 16.566 0.588
H -31.726 -20.039 19.037 0.350
H -32.083 -20.551 17.428 -0.075
H -33.231 -19.671 18.318 0.465
C -41.354 -17.102 14.793 -1.295
C -40.516 -17.446 13.480 -0.314
C -40.364 -18.921 13.120 -0.602
N -39.300 -19.333 12.051 0.330
C -39.253 -20.953 11.894 -0.542
C -38.703 -21.617 13.145 -0.797
C -37.328 -21.180 13.540 -0.522
C -37.215 -19.650 13.612 0.327
C -37.871 -18.903 12.424 -1.156
C -39.640 -18.689 10.673 -1.016
H -42.416 -17.338 14.733 0.350
H -41.352 -16.024 14.955 0.384
H -40.866 -17.685 15.575 0.345
H -39.498 -17.084 13.619 0.149
H -40.915 -16.925 12.609 0.403
H -41.343 -19.168 12.710 0.428
H -40.212 -19.533 14.009 0.337
H -40.254 -21.383 11.859 0.351
H -38.669 -21.084 10.983 0.400
H -39.452 -21.440 13.917 0.337
H -38.789 -22.659 12.837 0.434
H -37.029 -21.563 14.516 0.404
H -36.674 -21.679 12.825 0.199
H -37.458 -19.071 14.503 0.344
H -36.147 -19.451 13.700 -0.450
H -37.929 -17.833 12.623 0.523
H -37.172 -19.042 11.599 0.455
H -38.899 -19.156 10.024 0.442
H -39.627 -17.601 10.621 0.337
H -40.637 -19.022 10.384 0.395
```

=====

Record 8
Density functional theory data (wB97M-V/def2-TZVPD) for a 2-piece molecular cluster, C3H3BrCl2 overall at a distorted geometry.

Output
- Total charge: 0
- Orbital gap (spin up / spin down): 8.422 / 8.469 eV
- E_LUMO (spin up / spin down): -1.1 / -0.9 eV
- Multiplicity: 1
- HOMO level (spin up / spin down): -9.516 / -9.364 eV
- Energy relative to the best compared isomer or geometry (same formula, charge and spin): 97.19 kcal per mole

Geometry as XYZ:
```
9
Properties=species:S:1:pos:R:3:mulliken_charge:R:1
C 0.227 0.268 -0.731 -0.469
C 0.366 0.894 0.607 -0.274
C 1.579 0.657 -0.194 0.417
Cl -0.254 2.453 1.060 -0.114
Cl 2.452 1.941 -0.960 -0.161
Br 2.635 -0.728 0.471 -0.067
H -0.102 -0.697 -0.929 0.227
H -0.249 0.708 -1.621 0.268
H 0.474 -0.671 1.846 0.174
```